Record 1
Density functional theory data (ωB97M-V/def2-TZVPD) for C33H23MnN6O5S as an isolated structure.

```
! RIJCOSX wB97M-V def2-TZVPD def2/J DEFGRID3
* xyz 1 4
Mn 0.694 0.371 -0.194
C 1.439 -1.933 3.597
C 0.169 -2.311 3.858
C -1.003 -1.616 3.238
C -0.505 -0.398 2.438
N 0.759 -0.149 2.132
C 1.710 -0.902 2.665
N -1.503 0.526 2.174
C -1.331 1.663 1.398
N -0.354 1.869 0.511
C -0.701 3.022 -0.208
N -0.073 3.463 -1.236
C 0.855 2.783 -1.938
C 1.624 3.550 -2.833
C 2.443 2.925 -3.739
C 2.420 1.531 -3.790
C 1.670 0.833 -2.864
N 0.955 1.425 -1.898
C -1.922 3.582 0.340
C -2.705 4.675 0.010
C -3.861 4.886 0.755
C -4.237 4.023 1.783
C -3.492 2.896 2.084
C -2.328 2.685 1.355
H 2.271 -2.445 4.056
H -0.067 -3.147 4.497
H -1.659 -1.233 4.044
H 2.719 -0.684 2.359
H 1.518 4.622 -2.780
H 3.053 3.501 -4.418
H 2.976 1.001 -4.547
H 1.615 -0.249 -2.903
H -2.436 5.336 -0.800
H -4.495 5.729 0.525
H -5.133 4.228 2.350
H -3.799 2.193 2.841
C 4.887 0.965 0.141
C 3.597 0.203 0.014
O 2.530 0.852 0.105
C 3.631 -1.229 -0.195
C 4.810 -1.995 -0.122
C 4.793 -3.357 -0.305
C 3.594 -4.021 -0.578
C 2.421 -3.317 -0.654
C 2.400 -1.916 -0.459
O 1.274 -1.285 -0.530
H 4.663 2.028 0.201
H 5.523 0.773 -0.721
H 5.421 0.663 1.041
H 5.747 -1.509 0.104
H 5.706 -3.925 -0.221
H 3.592 -5.091 -0.722
H 1.482 -3.811 -0.857
O -1.445 -0.219 -2.724
C -1.786 -0.685 -1.655
N -1.151 -0.454 -0.478
S -1.648 -1.454 0.819
O -2.566 -0.245 1.641
O -1.768 -2.441 2.420
C -3.006 -2.095 -0.121
C -4.006 -2.938 0.305
C -4.968 -3.307 -0.628
C -4.904 -2.844 -1.935
C -3.895 -1.983 -2.341
C -2.934 -1.607 -1.420
H -4.017 -3.280 1.328
H -5.767 -3.966 -0.328
H -5.652 -3.163 -2.646
H -3.845 -1.596 -3.344
*
```

Properties
**E**: -3524.91155 a.u.
**HOMO (alpha / beta)**: -9.469 / -10.769 eV
**Frontier orbital gap (alpha / beta)**: 4.7325 / 6.0535 eV
**LUMO energy (alpha / beta)**: -4.74 / -4.72 eV

Record 2
Density functional theory data (ωB97M-V/def2-TZVPD) for C16H8AgBrF5N2OS2 as an isolated structure.

```
! RIJCOSX wB97M-V def2-TZVPD def2/J DEFGRID3
* xyz -1 1
Ag 0.568 -1.290 -0.674
O 2.888 -1.756 -0.580
N 3.483 -1.516 0.561
C 4.831 -1.410 0.535
C 5.582 -1.179 1.657
C 4.928 -1.041 2.882
C 3.559 -1.130 2.907
C 2.791 -1.363 1.745
S 1.093 -1.456 1.836
H 5.256 -1.526 -0.450
H 6.657 -1.105 1.568
H 5.486 -0.870 3.793
H 2.994 -1.022 3.821
Br 3.088 1.070 -2.539
C 1.810 1.981 -1.476
C 1.880 3.362 -1.377
C 0.905 3.995 -0.624
C -0.069 3.231 0.000
C -0.027 1.854 -0.145
N 0.896 1.236 -0.889
H 2.670 3.906 -1.873
H 0.911 5.074 -0.527
H -0.850 3.687 0.591
H -0.750 1.204 0.337
F -7.797 -1.210 -1.260
C -6.464 -1.185 -1.100
C -5.626 -1.688 -2.077
F -6.161 -2.194 -3.200
C -4.257 -1.671 -1.904
F -3.503 -2.174 -2.888
C -3.638 -1.152 -0.757
S -1.951 -1.121 -0.476
C -4.531 -0.636 0.205
F -4.050 -0.093 1.327
C -5.900 -0.655 0.047
F -6.700 -0.157 1.004
*
```

Properties
**E**: -4815.96568 a.u.
**HOMO**: -4.175 eV
**Energy relative to the best compared isomer or geometry (same formula, charge and spin)**: 0.776 eV
**Frontier orbital gap**: 6.6718 eV
**LUMO energy**: 2.50 eV

Record 3
Density functional theory data (ωB97M-V/def2-TZVPD) for C24H21BBrF4N3O5RuS2 as an isolated structure.

```
! RIJCOSX wB97M-V def2-TZVPD def2/J DEFGRID3
* xyz 0 1
Ru 0.177 -0.331 0.572
C 6.700 -2.312 -4.979
C 5.944 -1.911 -3.749
C 4.726 -1.238 -3.842
C 4.013 -0.911 -2.702
C 4.517 -1.267 -1.467
C 5.734 -1.908 -1.338
C 6.440 -2.229 -2.484
S 3.413 -1.100 -0.074
O 2.553 -2.325 -0.553
O 4.083 -1.331 1.168
N 2.413 0.112 -0.152
C 2.844 1.401 0.043
C 4.175 1.770 0.087
C 4.548 3.116 0.161
C 3.604 4.108 0.167
C 2.236 3.780 0.158
C 1.213 4.753 0.164
C -0.092 4.347 0.178
C -0.381 2.973 0.256
N 0.548 2.050 0.242
C 1.845 2.414 0.149
H 6.256 -1.880 -5.872
H 6.688 -3.397 -5.081
H 7.742 -2.001 -4.912
H 4.313 -0.984 -4.806
H 3.058 -0.413 -2.744
H 6.091 -2.167 -0.353
H 7.380 -2.753 -2.386
H 4.930 0.997 0.053
H 5.599 3.364 0.191
H 3.889 5.148 0.168
H 1.475 5.801 0.149
H -0.902 5.058 0.145
H -1.406 2.636 0.326
N 0.923 -0.206 3.589
C 1.090 -0.538 2.484
H 0.602 0.118 4.479
C -3.569 -0.666 -1.159
S -2.078 0.315 -0.929
O -0.918 -0.494 -1.393
O -2.228 1.528 -1.696
O -1.927 0.588 0.522
H -3.380 -1.362 -1.963
H -4.378 0.008 -1.404
H -3.765 -1.199 -0.241
Br -1.963 -6.098 0.383
C -0.693 -4.737 0.206
C 0.214 -4.509 1.230
C 1.241 -3.601 1.046
C 1.342 -2.917 -0.165
C 0.387 -3.102 -1.169
C -0.631 -4.020 -0.978
H 0.122 -5.057 2.154
H 1.992 -3.458 1.808
H 0.499 -2.572 -2.105
H -1.358 -4.196 -1.755
F -3.022 -3.098 0.558
B -2.580 -2.604 1.761
F -3.428 -1.667 2.256
F -2.332 -3.613 2.644
F -1.291 -1.955 1.489
*
```

Properties
**E**: -5357.34323 a.u.
**HOMO (alpha / beta)**: -8.383 / -8.385 eV
**Energy relative to the best compared isomer or geometry (same formula, charge and spin)**: 2.928 eV
**Frontier orbital gap (alpha / beta)**: 7.7770 / 7.7799 eV
**LUMO energy (alpha / beta)**: -0.61 / -0.61 eV

Record 4
Density functional theory data (ωB97M-V/def2-TZVPD) for a 2-piece molecular cluster, C3H11NO2 overall.

```
! RIJCOSX wB97M-V def2-TZVPD def2/J DEFGRID3
* xyz 0 1
C -1.532 0.108 -1.583
C -0.353 -0.514 -0.772
N -0.113 0.327 0.428
C 0.348 -0.342 1.605
O -0.464 -1.408 2.003
H -1.634 1.152 -1.391
H -2.537 -0.437 -1.583
H -1.264 -0.114 -2.634
H -0.417 -1.519 -0.409
H 0.460 -0.501 -1.460
H -0.931 0.800 0.652
H 0.485 0.387 2.353
H 1.512 -0.637 1.500
H -1.410 -1.090 2.183
O 2.959 1.103 -0.257
H 2.643 1.948 0.052
H 2.247 0.737 -0.685
*
```

Properties
**E**: -326.08184 a.u.
**HOMO**: -9.360 eV
**Energy relative to the best compared isomer or geometry (same formula, charge and spin)**: 1.351 eV
**Structure (SMILES)**: CCNCO.O
**Frontier orbital gap**: 10.0770 eV
**LUMO energy**: 0.72 eV

Record 5
Density functional theory data (ωB97M-V/def2-TZVPD) for ClH16Na2O12 as an isolated structure.

```
! RIJCOSX wB97M-V def2-TZVPD def2/J DEFGRID3
* xyz 2 2
Na 2.260 1.406 -4.045
Na -0.926 -1.333 -3.075
Cl 0.811 0.093 -0.331
O 0.058 1.340 -0.188
O 1.682 -0.022 0.849
O -0.212 -0.966 -0.477
O 1.591 0.107 -1.514
O -2.283 3.422 -0.460
H -2.303 3.605 -1.399
H -1.358 3.274 -0.264
O 2.627 -3.307 -1.578
H 2.574 -3.956 -2.280
H 1.734 -2.973 -1.492
O 1.918 4.462 1.334
H 1.426 3.678 1.090
H 1.743 4.574 2.268
O 2.013 -3.213 2.158
H 1.205 -2.710 2.059
H 2.256 -3.098 3.077
O -3.037 -0.442 -2.368
H -2.846 -0.051 -1.515
H -3.756 0.085 -2.717
O 1.110 2.161 2.960
H 0.227 2.443 2.722
H 1.292 1.424 2.376
O -0.491 -3.918 0.326
H -0.618 -4.308 -0.539
H -0.801 -3.017 0.231
O -3.020 0.420 0.884
H -2.446 -0.345 0.926
H -2.431 1.168 0.984
*
```

Properties
**E**: -1696.32270 a.u.
**HOMO (alpha / beta)**: -16.477 / -15.449 eV
**Frontier orbital gap (alpha / beta)**: 8.4374 / 2.2299 eV
**LUMO energy (alpha / beta)**: -8.04 / -13.22 eV

Record 6
Density functional theory data (ωB97M-V/def2-TZVPD) for a 3-piece molecular cluster, C10H28N3O7S2 overall.

```
! RIJCOSX wB97M-V def2-TZVPD def2/J DEFGRID3
* xyz 1 1
C -3.471 -0.920 -1.890
C -2.922 0.110 -2.869
O -3.656 1.315 -2.726
C -1.418 0.461 -2.682
N -0.621 -0.456 -1.806
C -0.243 -1.618 -2.298
N -0.787 -2.187 -3.446
N 0.699 -2.321 -1.577
H -3.749 -0.476 -0.941
H -4.379 -1.332 -2.314
H -2.822 -1.765 -1.681
H -3.087 -0.176 -3.898
H -3.792 1.463 -1.786
H -1.402 1.425 -2.195
H -0.910 0.606 -3.627
H 0.195 0.081 -1.501
H -0.441 -1.738 -4.289
H -1.799 -2.203 -3.434
H 0.351 -2.841 -0.787
H 1.659 -2.343 -1.861
O -1.114 -2.899 1.574
S -1.711 -2.439 2.797
O -2.845 -1.575 2.744
O -0.581 -1.776 3.689
C 0.244 -0.750 3.093
C -0.463 0.587 2.998
C -2.061 -3.807 3.842
H 0.598 -1.085 2.116
H 1.113 -0.669 3.743
H -1.288 0.549 2.287
H 0.236 1.356 2.669
H -0.877 0.870 3.965
H -1.180 -4.440 3.901
H -2.891 -4.350 3.395
H -2.341 -3.431 4.822
O 1.466 2.247 1.123
S 2.058 2.889 -0.012
O 1.847 2.332 -1.322
O 3.607 3.067 0.243
C 4.381 1.909 0.631
C 4.689 0.997 -0.540
C 1.629 4.592 -0.025
H 3.868 1.376 1.432
H 5.303 2.308 1.045
H 3.785 0.520 -0.918
H 5.384 0.217 -0.232
H 5.130 1.561 -1.361
H 1.819 5.006 0.961
H 0.571 4.659 -0.269
H 2.222 5.096 -0.784
*
```

Properties
**E**: -1884.85211 a.u.
**HOMO**: -13.189 eV
**Energy relative to the best compared isomer or geometry (same formula, charge and spin)**: 0.000 eV
**Frontier orbital gap**: 8.7078 eV
**LUMO energy**: -4.48 eV

Question: Among the records above, which one has the lowest E?
Answer: C24H21BBrF4N3O5RuS2